Density functional theory data (ωB97M-V/def2-TZVPD) for the molecule C6H13NO.

Computed properties:
net charge = 0
spin multiplicity = 1
SMILES = N/C=C/CCCCO
HOMO level = -8.016 eV
HOMO-LUMO gap = 9.063 eV

Geometry as XYZ:
```
21
C6H13NO, DFT ωB97M-V/def2-TZVPD
N 2.74601 0.94675 2.23353
C 2.03709 0.85079 1.03333
C 1.82670 -0.29858 0.45222
C 0.86612 -0.63585 -0.67577
C -0.47384 -0.87287 0.10890
C -1.44756 0.18237 -0.35980
C -2.50634 -0.40282 -1.18621
O -3.23235 0.51398 -1.87398
H 3.42651 0.32665 2.59067
H 3.13057 1.78058 2.50261
H 1.21656 1.54319 0.79774
H 2.30297 -1.18464 0.81187
H 1.03136 0.29327 -1.37317
H 1.19633 -1.47231 -1.24864
H -1.05675 -1.94607 0.05551
H -0.35403 -0.79898 1.14889
H -0.77941 0.93344 -1.02699
H -1.72171 0.82839 0.48745
H -3.15309 -1.07120 -0.59333
H -2.03872 -0.99549 -2.07608
H -3.01641 1.47939 -1.80875
```